DFT (wB97M-V/def2-TZVPD) results for a cluster of 2 separate species, C14H25N3O6S3 in total in a non-equilibrium geometry.

```
! wB97M-V def2-TZVPD RIJCOSX def2/J DEFGRID3
* xyz 0 1
C -0.04734 -4.15053 3.74012
C -1.35333 -4.80589 3.29688
O -1.92641 -4.09786 2.18590
C -2.65846 -2.97932 2.47917
O -2.81163 -2.51465 3.60961
C -3.32281 -2.25016 1.27010
C -2.25569 -1.91668 0.21504
S -1.00798 -0.70849 0.83656
N -4.10724 -1.03891 1.59938
C -5.25641 -0.73547 0.71765
C -6.25670 0.32520 1.24844
O -7.14174 0.69997 0.49460
O -6.12015 0.79397 2.51477
C -5.92808 -2.09654 0.55146
S -4.57533 -3.33489 0.47318
H 0.65443 -4.10075 2.90228
H 0.40962 -4.73474 4.54413
H -0.22679 -3.13639 4.10919
H -1.14579 -5.83415 2.98524
H -2.05097 -4.86061 4.14068
H -1.74909 -2.83826 -0.08783
H -2.74256 -1.50428 -0.67282
H -0.10300 -0.71435 -0.16908
H -3.51610 -0.22968 1.80038
H -4.88376 -0.38878 -0.25179
H -6.84725 1.42026 2.63998
H -6.55907 -2.30800 1.42070
H -6.55173 -2.12387 -0.34702
C 3.69849 5.89732 -1.68600
N 3.71653 4.44938 -1.88225
C 2.62584 3.67519 -1.88073
O 1.50613 4.14217 -1.69515
C 2.75215 2.15650 -2.13771
C 2.61468 1.36809 -0.82444
S 2.58726 -0.42438 -1.12373
N 3.92622 1.68696 -2.90102
C 5.21192 1.81566 -2.57654
C 6.20362 1.21045 -3.53969
O 5.60407 2.38192 -1.56668
H 3.39518 6.12184 -0.66181
H 2.98022 6.35434 -2.36992
H 4.68859 6.31616 -1.87060
H 4.61442 3.97992 -1.91927
H 1.87300 1.90794 -2.73288
H 3.44109 1.61762 -0.15492
H 1.68198 1.66195 -0.33752
H 3.90311 -0.56050 -1.32478
H 3.72973 1.20000 -3.76021
H 6.10280 1.69063 -4.51097
H 7.21156 1.37244 -3.15885
H 6.01277 0.14226 -3.63124
*
```

Values from the calculation:
SMILES string = CCOC(=O)[C@]1(CS)N[C@H](C(=O)O)CS1.CNC(=O)[C@H](CS)NC(C)=O
Lowest unoccupied orbital energy = 0.30 eV
HOMO = -9.1 eV
Frontier orbital gap = 9.38 eV